1.
5 unconnected molecules or ions with the total composition C10H22B3Cl8NO4. Source: OMol25; level of theory: ωB97M-V/def2-TZVPD.

```
48
Properties=species:S:1:pos:R:3
C 3.12499 -2.28635 -1.59573
C 3.82055 -0.96627 -1.84251
O 4.77712 -0.88592 -2.56727
N 3.35575 0.18850 -1.14033
C 1.91906 0.35665 -0.92701
C 1.21113 0.77972 -2.20774
C -0.30403 0.63216 -2.10032
C -0.78718 -0.79394 -2.38377
B -2.24143 -1.11115 -1.93273
O -3.11456 -0.12837 -1.47652
B -3.66334 -0.40899 -0.24818
O -3.53366 -1.71139 0.21835
B -3.52731 -2.67285 -0.78045
O -2.73680 -2.41499 -1.87039
H 3.43080 -2.99200 -2.36276
H 3.41571 -2.65987 -0.61230
H 2.04044 -2.19683 -1.61296
H 3.87701 0.31690 -0.28290
H 1.80365 1.14961 -0.18555
H 1.43973 -0.53396 -0.50199
H 1.58456 0.18247 -3.04724
H 1.49222 1.81032 -2.43024
H -0.78252 1.29889 -2.81997
H -0.64326 0.96696 -1.11487
H -0.71831 -0.98048 -3.46358
H -0.14205 -1.54589 -1.91458
H -4.26110 0.39522 0.37784
H -4.22924 -3.62622 -0.71135
Cl -5.54069 2.48771 2.16188
C -4.25947 3.60259 1.66908
Cl -2.70170 2.79448 1.44985
H -4.54175 4.05316 0.72553
H -4.14171 4.34918 2.44449
Cl 3.89600 -4.06716 2.25256
C 5.15578 -4.65307 1.15626
Cl 4.48660 -5.35414 -0.32074
H 5.77822 -3.81098 0.87855
H 5.72942 -5.41528 1.66845
Cl -0.32826 -0.12695 1.85382
C -1.40544 -1.12875 2.84983
Cl -1.81062 -0.34706 4.38030
H -2.31684 -1.30001 2.29290
H -0.88802 -2.05550 3.06544
Cl -2.08215 6.28953 1.58185
C -0.60608 6.14240 2.54496
Cl -0.92040 6.26585 4.27833
H -0.17482 5.16883 2.34504
H 0.06401 6.94323 2.25860
```

Properties
Total charge: 0
LUMO energy in Eh: 0.0117
DFT total energy in eV: -122622.6617
SMILES string: CC(=O)NCCCCB1OBOBO1.ClCCl.ClCCl.ClCCl.ClCCl


2.
C4H4O in the gas phase. Source: OMol25; level of theory: ωB97M-V/def2-TZVPD.

```
9
Properties=species:S:1:pos:R:3
C -0.73617 -0.65221 -0.15967
C 0.49405 -0.75393 0.52415
C 1.04451 0.54354 0.23523
O 0.24644 1.30657 -0.40594
C -0.89412 0.53517 -0.76737
H -1.58480 -1.35170 -0.10179
H 0.91628 -1.18086 1.53346
H 1.93710 0.67101 0.77761
H -1.42328 0.88241 -1.63567
```

Properties
Total charge: 0
LUMO energy in Eh: 0.0402
DFT total energy in eV: -6257.8911
SMILES string: c1ccoc1
Energy above the lowest of the compared OMol25 structures with the same formula, charge and spin in kJ/mol: 143.59


3.
C3H2F3NO in the gas phase. Source: OMol25; level of theory: ωB97M-V/def2-TZVPD.

```
10
Properties=species:S:1:pos:R:3
H -2.13180 1.97848 -0.62758
N -1.29574 1.38483 -0.52450
C -1.48122 0.18793 -0.22774
F -2.57058 -0.54431 -0.33914
O -0.44275 -0.63929 -0.00848
C 0.81867 -0.11187 -0.14987
C 1.69007 -0.58626 0.72693
F 3.04154 -0.55529 0.63442
F 1.31680 -1.44093 1.65948
H 1.05501 0.32670 -1.14352
```

Properties
Total charge: 0
LUMO energy in Eh: 0.0279
DFT total energy in eV: -14831.7069
SMILES string: [H]/N=C(\F)OC=C(F)F
Energy above the lowest of the compared OMol25 structures with the same formula, charge and spin in kJ/mol: 162.42